{"formula": "C6H2F6O2", "method": "ωB97M-V/def2-TZVPD", "smiles": "O=C=C(CF)[C@@](F)(C(=O)F)C(F)(F)F", "e_lumo_ev": -0.29, "total_charge": 0, "spin_multiplicity": 1, "e_homo_ev": -10.5, "gap_ev": 10.196, "species": ["O", "C", "C", "C", "F", "C", "F", "C", "O", "F", "C", "F", "F", "F", "H", "H"], "xyz": [[1.3498, -0.1285, 3.1260], [0.7665, 0.3289, 2.1972], [-0.0283, 0.4839, 1.1691], [-0.1645, -0.7186, 0.2612], [-1.4891, -1.2011, 0.2383], [-0.6682, 1.7471, 0.5605], [-0.0044, 2.1870, -0.5881], [-2.1842, 1.3462, 0.1174], [-2.5983, 1.4397, -0.9371], [-2.7687, 0.9579, 1.1905], [-0.6084, 2.9228, 1.5107], [-1.2953, 2.7288, 2.6512], [0.6359, 3.1154, 1.8332], [-1.1218, 3.9583, 0.8758], [0.3670, -1.6840, 0.5825], [0.1455, -0.4490, -0.7748]], "forces_ev_per_angstrom": [[-1.28, 1.96, -2.63], [1.16, -2.28, 3.14], [-0.55, 0.82, -1.99], [0.66, -2.25, 0.07], [0.08, 0.69, -0.22], [-0.36, -1.74, -0.35], [-0.36, -0.60, 0.72], [4.63, 1.33, 2.64], [-1.82, 0.11, -3.53], [-1.74, -0.72, 1.51], [-1.52, -0.86, -0.11], [-0.01, -0.01, -0.22], [1.60, 0.84, 0.46], [-0.05, 1.02, 0.11], [-0.01, 1.90, -0.26], [-0.43, -0.21, 0.65]]}